The following is a DFT calculation (ωB97M-V with the def2-TZVPD basis set) of a single C4H5NO2 molecule.

The calculation puts the total energy at -360.5782 hartree. The HOMO energy comes out at -9.8 eV. As for the SMILES: O=CC(=O)N1CC1. Its HOMO-LUMO gap is 0.3555 Eh. The max |F| comes out at 0.92 eV/Å. The molar mass comes out at 99.09 g/mol.

CARTESIAN COORDINATES (ANGSTROEM)
1 O 1.441044 1.189567 -0.909124
2 C 1.833549 0.390501 -0.089537
3 C 0.899836 -0.705547 0.415029
4 O 1.260144 -1.843719 0.217582
5 N -0.418651 -0.439992 0.791612
6 C -1.250607 -0.438596 -0.408332
7 C -1.159978 0.769538 0.443318
8 H 2.887821 0.256490 0.217361
9 H -2.072176 -1.144427 -0.441334
10 H -0.657829 -0.399280 -1.305766
11 H -0.608732 1.624580 0.062880
12 H -2.005851 0.973343 1.098491

Forces on atoms 1 to 2 (eV/Å):
0.5 -0.4 0.7
-0.1 0.1 -0.2

---

The following is a DFT calculation (ωB97M-V with the def2-TZVPD basis set) of a single C4H5NO2 molecule at a distorted geometry.

The calculation puts the total energy at -360.5817 hartree. The HOMO energy comes out at -10.0 eV. As for the SMILES: O=C[C@H]1CN1C=O. Its HOMO-LUMO gap is 0.3894 Eh. The max |F| comes out at 1.15 eV/Å. The molar mass comes out at 99.09 g/mol.

CARTESIAN COORDINATES (ANGSTROEM)
1 O 2.569265 -0.421594 -0.658228
2 C 1.384818 -0.222099 -0.779231
3 C 0.590637 0.428122 0.348776
4 C -0.595849 1.237739 0.006325
5 N -0.780886 0.084249 0.857083
6 C -1.142786 -1.210289 0.498015
7 O -0.368389 -1.942629 -0.072717
8 H 0.890165 -0.370281 -1.760862
9 H 1.226528 0.653574 1.194121
10 H -0.950093 1.161095 -1.020996
11 H -0.729384 2.196318 0.489942
12 H -2.094026 -1.594204 0.897773

Forces on atoms 1 to 2 (eV/Å):
-0.7 0.1 0.1
0.1 0.0 0.2

---

The following is a DFT calculation (ωB97M-V with the def2-TZVPD basis set) of a single C4H5NO2 molecule.

The calculation puts the total energy at -360.4724 hartree. The HOMO energy comes out at -9.8 eV. As for the SMILES: O=C[C@H]1C/C1=N\O. Its HOMO-LUMO gap is 0.3619 Eh. The max |F| comes out at 0.94 eV/Å. The molar mass comes out at 99.09 g/mol.

CARTESIAN COORDINATES (ANGSTROEM)
1 O 2.139921 1.488789 0.683697
2 C 2.106573 0.289880 0.563502
3 C 0.889621 -0.507712 0.101022
4 C -0.883273 -0.821038 0.406596
5 C -0.273102 0.165508 -0.410401
6 N -0.755816 1.251732 -0.843048
7 O -2.163330 1.075489 -0.592057
8 H 3.044181 -0.302696 0.670687
9 H 1.167683 -1.482513 -0.286673
10 H -1.465349 -0.481867 1.263011
11 H -1.271465 -1.727361 -0.074318
12 H -2.535645 1.051785 -1.482016

Forces on atoms 1 to 2 (eV/Å):
-0.2 -0.7 0.0
-0.3 0.2 0.4

---

The following is a DFT calculation (ωB97M-V with the def2-TZVPD basis set) of a single C4H5NO2 molecule.

The calculation puts the total energy at -360.5964 hartree. The HOMO energy comes out at -10.2 eV. As for the SMILES: O=C[C@H]1CN1C=O. Its HOMO-LUMO gap is 0.3962 Eh. The max |F| comes out at 0.51 eV/Å. The molar mass comes out at 99.09 g/mol.

CARTESIAN COORDINATES (ANGSTROEM)
1 O 2.406040 0.164864 -1.222407
2 C 1.361402 -0.238582 -0.778020
3 C 0.752347 0.343131 0.462549
4 C -0.463116 1.187198 0.230669
5 N -0.570303 -0.077188 0.898194
6 C -1.237995 -1.134393 0.272706
7 O -2.084003 -1.004377 -0.577626
8 H 0.790421 -1.043593 -1.285430
9 H 1.461461 0.605347 1.243503
10 H -0.852014 1.245656 -0.783663
11 H -0.623110 2.063028 0.851116
12 H -0.941130 -2.111095 0.688413

Forces on atoms 1 to 2 (eV/Å):
-0.3 -0.3 0.2
0.3 0.2 -0.1

---

The following is a DFT calculation (ωB97M-V with the def2-TZVPD basis set) of a molecular structure, C4H5NO2 at a distorted geometry.

The calculation puts the total energy at -360.5102 hartree. The HOMO energy comes out at -9.9 eV. Its HOMO-LUMO gap is 0.3768 Eh. The max |F| comes out at 2.72 eV/Å. The molar mass comes out at 99.09 g/mol.

CARTESIAN COORDINATES (ANGSTROEM)
1 O -2.519227 0.694575 0.631987
2 C -1.884613 -0.139823 0.032403
3 C -0.444979 0.056286 -0.378963
4 C 0.435765 0.905274 0.476002
5 N 1.698978 0.322523 -0.118043
6 C 1.427099 -0.948659 -0.243574
7 O 0.148088 -1.251059 -0.302864
8 H -2.291218 -1.158257 -0.149838
9 H 0.632605 0.500705 -1.219786
10 H 0.375739 1.960725 0.209966
11 H 0.354752 0.786388 1.565541
12 H 2.121092 -1.751876 -0.465537

Forces on atoms 1 to 2 (eV/Å):
0.3 -0.3 -0.4
0.0 0.4 -0.2

---

The following is a DFT calculation (ωB97M-V with the def2-TZVPD basis set) of a single C4H5NO2 molecule.

The calculation puts the total energy at -360.6021 hartree. The HOMO energy comes out at -9.5 eV. As for the SMILES: C=C/N=C\OC=O. Its HOMO-LUMO gap is 0.3819 Eh. The max |F| comes out at 0.62 eV/Å. The molar mass comes out at 99.09 g/mol.

CARTESIAN COORDINATES (ANGSTROEM)
1 C -0.533854 1.622903 0.085905
2 C 0.049660 0.742644 0.898038
3 N -0.590880 -0.457655 1.249924
4 C -0.734537 -1.376772 0.408391
5 O -0.210510 -1.364969 -0.864899
6 C 1.018650 -0.763726 -1.036119
7 O 1.973179 -0.984081 -0.353362
8 H -1.457854 1.364974 -0.425696
9 H -0.157814 2.631148 -0.020158
10 H 1.019459 0.915985 1.360556
11 H -1.369259 -2.239917 0.597446
12 H 0.993757 -0.090535 -1.900023

Forces on atoms 1 to 2 (eV/Å):
0.0 0.0 0.2
-0.2 0.3 0.1

---

The following is a DFT calculation (ωB97M-V with the def2-TZVPD basis set) of a single C4H5NO2 molecule at a distorted geometry.

The calculation puts the total energy at -360.4706 hartree. The HOMO energy comes out at -9.2 eV. As for the SMILES: COc1ccon1. Its HOMO-LUMO gap is 0.3462 Eh. The max |F| comes out at 2.58 eV/Å. The molar mass comes out at 99.09 g/mol.

CARTESIAN COORDINATES (ANGSTROEM)
1 C 1.941379 0.835776 0.069527
2 O 0.630890 1.066180 -0.427864
3 C -0.228261 0.081462 -0.215673
4 C -1.637425 0.316296 -0.460126
5 C -2.067031 -0.997993 -0.229265
6 O -1.112631 -1.788603 0.210614
7 N 0.085005 -1.082687 0.308191
8 H 1.916911 0.810956 1.162288
9 H 2.322152 -0.115808 -0.308774
10 H 2.550614 1.665797 -0.284962
11 H -1.397845 0.729744 0.597323
12 H -3.003759 -1.521120 -0.421279

Forces on atoms 1 to 2 (eV/Å):
0.4 -0.1 0.1
-0.1 -0.2 0.2

---

The following is a DFT calculation (ωB97M-V with the def2-TZVPD basis set) of a single C4H5NO2 molecule at a distorted geometry.

The calculation puts the total energy at -360.6224 hartree. The HOMO energy comes out at -9.1 eV. As for the SMILES: OCc1cocn1. Its HOMO-LUMO gap is 0.3653 Eh. The max |F| comes out at 2.49 eV/Å. The molar mass comes out at 99.09 g/mol.

CARTESIAN COORDINATES (ANGSTROEM)
1 O -2.129347 0.661049 -0.048038
2 C -1.353545 -0.522514 0.016547
3 C 0.098702 -0.128945 -0.046335
4 C 0.653562 1.122688 -0.007807
5 O 2.025760 0.966549 -0.008064
6 C 2.190524 -0.360700 0.002333
7 N 1.081682 -1.083502 -0.075030
8 H -3.014341 0.300344 0.042532
9 H -1.531921 -1.071316 0.946336
10 H -1.591030 -1.333876 -0.761482
11 H 0.384529 2.167137 -0.119318
12 H 3.185430 -0.716916 0.058328

Forces on atoms 1 to 2 (eV/Å):
-0.3 -0.9 -0.2
0.9 -0.9 -0.6

---

Q: Which value of HOMO-LUMO gap does entry 3 give?
A: 0.3619 Eh

---

Q: What is the formula in the seventh record?
A: C4H5NO2

---

Q: What is the formula in the first record?
A: C4H5NO2

---

Q: What is the formula in the sixth record?
A: C4H5NO2